Density functional theory data (wB97M-V/def2-TZVPD) for a cluster of 4 separate species, C22H39BrNO13PS4 in total.

Each atom is followed by the atoms it is bonded to, with distances in Å.
Element x y z (Å)
1 C -0.83 -1.60 -0.24  C2 1.558, H22 1.118, H23 1.127, H24 1.122
2 C -1.64 -1.93 -1.53  C1 1.558, C3 1.467, C7 1.474
3 C -1.08 -1.69 -2.86  C2 1.467, C4 1.452, H25 1.115
4 C -1.86 -2.06 -4.02  C3 1.452, C5 1.462, H26 1.115
5 C -3.19 -2.66 -3.95  C4 1.462, C6 1.468, H27 1.115
6 C -3.76 -2.91 -2.62  C5 1.468, C7 1.459, H28 1.115
7 C -2.98 -2.54 -1.45  C2 1.474, C6 1.459, C8 1.584
8 C -3.63 -2.88 -0.04  C7 1.584, C9 1.587, H29 1.119, H30 1.124
9 C -3.33 -4.42 0.21  C8 1.587, O10 1.200, O11 1.378
10 O -4.11 -5.06 0.86  C9 1.200
11 O -2.19 -4.88 -0.41  C9 1.378, C12 1.428
12 C -1.84 -6.22 -0.06  O11 1.428, C13 1.599, N16 1.487, P19 1.928
13 C -0.44 -6.46 -0.78  C12 1.599, C14 1.566, H31 1.127, H32 1.116
14 C -0.48 -6.17 -2.32  C13 1.566, O15 1.450, H33 1.127, H34 1.120
15 O -0.80 -7.36 -3.09  C14 1.450, H35 0.974
16 N -1.58 -6.42 1.40  C12 1.487, C17 1.219
17 C -1.40 -7.59 1.71  N16 1.219, S18 1.617
18 S -1.07 -9.16 1.88  C17 1.617
19 P -3.01 -7.56 -0.81  C12 1.928, O20 1.683, Br21 2.277
20 O -4.18 -7.96 0.33  P19 1.683, H36 0.977
21 Br -4.13 -6.65 -2.57  P19 2.277
22 H -1.04 -0.56 0.14  C1 1.118
23 H -1.09 -2.33 0.58  C1 1.127
24 H 0.28 -1.68 -0.39  C1 1.122
25 H -0.05 -1.25 -2.96  C3 1.115
26 H -1.42 -1.90 -5.03  C4 1.115
27 H -3.75 -2.96 -4.87  C5 1.115
28 H -4.77 -3.38 -2.54  C6 1.115
29 H -4.73 -2.68 -0.08  C8 1.119
30 H -3.12 -2.31 0.78  C8 1.124
31 H 0.24 -5.69 -0.33  C13 1.127
32 H -0.06 -7.51 -0.65  C13 1.116
33 H 0.54 -5.81 -2.64  C14 1.127
34 H -1.21 -5.39 -2.63  C14 1.120
35 H -0.78 -7.12 -4.04  O15 0.974
36 H -4.29 -8.93 0.24  O20 0.977
37 O 3.02 2.36 0.23  S38 1.433
38 S 2.14 2.00 1.31  O37 1.433, O39 1.436, O40 1.604, C43 1.766
39 O 0.81 1.51 1.06  S38 1.436
40 O 2.05 3.22 2.34  S38 1.604, C41 1.436
41 C 1.65 4.51 1.85  O40 1.436, C42 1.517, H44 1.093, H45 1.091
42 C 0.16 4.56 1.55  C41 1.517, H46 1.091, H47 1.090, H48 1.091
43 C 2.96 0.85 2.37  S38 1.766, H49 1.088, H50 1.089, H51 1.088
44 H 2.24 4.78 0.97  C41 1.093
45 H 1.88 5.23 2.63  C41 1.091
46 H -0.10 3.89 0.73  C42 1.091
47 H -0.14 5.57 1.27  C42 1.090
48 H -0.42 4.24 2.42  C42 1.091
49 H 3.96 1.23 2.59  C43 1.088
50 H 3.03 -0.10 1.83  C43 1.089
51 H 2.37 0.73 3.27  C43 1.088
52 O -2.92 5.36 1.67  S53 1.434
53 S -3.96 5.45 0.69  O52 1.434, O54 1.433, O55 1.606, C58 1.766
54 O -3.85 6.31 -0.45  S53 1.433
55 O -5.35 5.78 1.45  S53 1.606, C56 1.434
56 C -5.41 6.94 2.28  O55 1.434, C57 1.517, H59 1.093, H60 1.091
57 C -5.46 8.22 1.47  C56 1.517, H61 1.090, H62 1.091, H63 1.092
58 C -4.39 3.83 0.13  S53 1.766, H64 1.088, H65 1.089, H66 1.088
59 H -4.57 6.95 2.98  C56 1.093
60 H -6.32 6.85 2.88  C56 1.091
61 H -4.54 8.38 0.92  C57 1.090
62 H -5.61 9.09 2.13  C57 1.091
63 H -6.27 8.18 0.75  C57 1.092
64 H -4.51 3.18 0.99  C58 1.088
65 H -3.57 3.48 -0.49  C58 1.089
66 H -5.30 3.89 -0.45  C58 1.088
67 O 8.48 0.07 -0.95  S68 1.433
68 S 8.34 0.74 0.30  O67 1.433, O69 1.434, O70 1.605, C73 1.766
69 O 7.23 0.49 1.18  S68 1.434
70 O 8.45 2.33 0.06  S68 1.605, C71 1.436
71 C 7.54 2.93 -0.88  O70 1.436, C72 1.516, H74 1.093, H75 1.091
72 C 6.14 3.04 -0.32  C71 1.516, H76 1.090, H77 1.090, H78 1.092
73 C 9.83 0.56 1.23  S68 1.766, H79 1.088, H80 1.089, H81 1.088
74 H 7.55 2.39 -1.83  C71 1.093
75 H 7.92 3.93 -1.08  C71 1.091
76 H 5.70 2.05 -0.17  C72 1.090
77 H 5.49 3.59 -1.00  C72 1.090
78 H 6.15 3.54 0.65  C72 1.092
79 H 10.68 0.79 0.59  C73 1.088
80 H 9.88 -0.48 1.57  C73 1.089
81 H 9.80 1.23 2.09  C73 1.088

Computed properties:
Net charge ... 0
Strongest force on any atom ... 2.72 eV Å⁻¹
Gap between HOMO and LUMO ... 8.4 eV
Molecular weight ... 764.69 g/mol
SMILES ... Cc1ccccc1CC(=O)O[C@@](CCO)(N=C=S)P(O)Br.CCOS(C)(=O)=O.CCOS(C)(=O)=O.CCOS(C)(=O)=O